[1]
Molecular formula: C42H60BeN5O6
Method: DFT, the ωB97M-V functional and the def2-TZVPD basis

Structure (XYZ):
```
114
Properties=species:S:1:pos:R:3:forces:R:3
Be -3.25054 -0.21700 2.72763 1.14 1.42 -4.81
C 0.89744 0.39965 1.34161 -0.59 -0.65 0.34
C -0.22777 -0.29968 0.60018 -0.08 -0.53 -0.03
O -1.52177 -0.12752 1.08355 -2.19 0.61 1.50
H 0.61852 1.43616 1.52426 0.33 0.06 -0.27
H 1.81939 0.31112 0.76990 0.13 0.07 0.11
H 0.97905 -0.12397 2.29938 0.46 0.23 0.10
H -0.03578 -1.37825 0.52215 0.42 0.01 -0.04
H -0.18546 0.09654 -0.42908 -0.40 -0.02 -0.10
N 4.21250 -2.38816 -0.86703 -0.99 0.20 0.57
C 4.58968 -1.22625 -0.30515 0.83 -1.29 -1.66
C 5.52821 -0.43964 -0.96128 -1.45 1.51 1.07
C 6.05621 -0.78498 -2.18244 0.92 -0.44 -0.11
C 5.74436 -2.03407 -2.68553 -1.39 0.25 -0.35
C 4.71147 -2.71885 -2.05112 1.03 -0.41 0.36
H 4.17432 -0.92773 0.64691 -0.06 -0.13 0.08
H 5.56019 0.55340 -0.52132 0.93 0.10 -0.26
H 6.75536 -0.14724 -2.70717 -0.05 0.14 0.08
H 6.03933 -2.41361 -3.65436 0.44 0.20 0.06
H 4.38190 -3.64214 -2.51482 -0.28 -0.07 0.22
N -4.53298 -1.53419 1.02592 0.27 0.80 0.70
C -3.99636 -1.47994 -0.19982 -0.22 0.30 -0.09
C -4.58851 -2.08515 -1.29934 0.89 -0.01 0.26
C -5.72705 -2.84811 -1.12970 0.54 0.30 -0.17
C -6.36066 -2.76597 0.09890 -0.12 -0.79 -0.48
C -5.74828 -2.09417 1.13571 0.24 -0.14 0.53
H -3.08749 -0.90943 -0.34584 0.16 -0.15 0.48
H -3.99439 -2.00117 -2.20070 -0.41 -0.26 -0.28
H -6.05336 -3.51593 -1.91547 -0.34 0.20 -0.02
H -7.25530 -3.36617 0.19913 -0.14 0.34 0.54
H -6.20254 -2.05038 2.11711 -0.04 -0.11 0.00
N -4.54136 1.44323 1.38438 0.00 -0.62 0.03
C -3.78717 2.20247 0.59801 0.77 0.50 0.59
C -4.28692 3.23211 -0.19267 0.62 -0.43 0.89
C -5.64620 3.42939 -0.27734 0.62 0.45 -0.25
C -6.47586 2.51795 0.37723 0.50 -0.05 -0.19
C -5.86974 1.58668 1.20046 -0.33 -0.82 0.01
H -2.71234 2.08529 0.67434 -0.04 -0.24 0.14
H -3.51081 3.89216 -0.55633 -0.40 0.12 -0.63
H -5.90199 4.31682 -0.84383 -0.88 -0.27 0.00
H -7.54399 2.45255 0.23592 -0.05 0.32 0.12
H -6.50242 0.83209 1.65273 0.05 0.14 0.36
N -0.03938 1.06189 -5.16790 0.08 0.08 0.55
C -0.11895 0.15582 -6.13366 -0.48 0.54 0.44
C -0.29104 -1.18899 -5.85931 -0.39 -0.43 -0.55
C -0.35879 -1.63433 -4.55474 0.28 0.76 -0.33
C -0.23736 -0.67497 -3.54748 -0.38 -0.15 0.84
C -0.10629 0.66224 -3.87815 0.56 0.26 -2.10
H -0.16056 0.59972 -7.12128 0.21 -0.44 -0.22
H -0.49698 -1.90698 -6.64369 0.31 0.12 -0.18
H -0.50700 -2.70025 -4.46020 -0.02 0.05 0.69
H -0.36402 -0.90177 -2.49473 0.20 -0.35 -0.02
H -0.02707 1.53539 -3.24426 -0.14 -0.49 0.79
N -2.03563 2.29467 3.26518 -0.07 0.76 1.00
C -2.57264 3.41537 3.81457 -0.72 -0.28 -1.20
C -1.89097 4.30665 4.61611 0.53 -1.18 -0.44
C -0.56989 3.95181 4.89430 0.19 0.89 1.63
C 0.03838 2.80294 4.43017 -1.03 1.49 -1.00
C -0.75155 2.09817 3.53575 0.56 -2.48 0.46
H -3.57502 3.60225 3.44441 -0.20 0.11 0.46
H -2.34783 5.18705 5.03836 -0.04 0.04 -0.10
H -0.05471 4.58024 5.61491 0.22 0.03 -0.20
H 1.08436 2.61900 4.61637 -0.06 -0.39 0.03
H -0.36262 1.16453 3.14610 -0.11 0.22 -0.09
C 0.75110 -5.24742 -0.27701 -0.26 -0.34 0.58
C -0.41076 -5.25296 -1.24017 1.77 0.12 -0.57
O -0.72549 -6.27347 -1.79501 -0.65 -0.04 -0.12
C -1.03226 -3.91402 -1.57000 -0.55 -0.52 0.81
H 0.47254 -4.69689 0.62562 0.20 0.10 0.00
H 1.65046 -4.80213 -0.70734 -0.17 0.26 -0.10
H 0.98686 -6.27567 -0.00741 -0.01 0.01 0.01
H -0.87557 -3.61669 -2.60131 -0.11 -0.21 -0.06
H -0.68261 -3.13398 -0.89630 0.00 0.06 -0.05
H -2.08140 -4.14015 -1.35512 -0.21 0.61 -0.38
C 2.65946 2.50586 -1.33987 -0.93 1.23 0.31
C 3.23117 3.46580 -0.30292 0.35 -1.38 1.25
O 4.38241 3.39044 0.05710 0.39 0.33 -0.38
C 2.24367 4.22213 0.56071 -0.57 0.41 -0.52
H 2.97984 2.80203 -2.33756 0.07 -0.27 -0.06
H 1.58307 2.67009 -1.24843 -0.10 -0.34 -0.54
H 2.85553 1.46178 -1.11284 0.47 0.05 -0.05
H 2.60838 5.16241 0.96742 0.35 -0.13 -0.03
H 2.00768 3.55037 1.39054 -0.02 0.00 0.01
H 1.31541 4.42716 0.02546 -0.04 -0.01 0.06
C -2.99207 1.12858 -2.72674 -0.27 -0.60 0.04
C -2.99113 2.46563 -3.42348 -0.47 0.15 0.58
O -2.21545 3.32801 -3.08201 -0.08 0.08 -0.24
C -4.03861 2.65832 -4.51171 1.00 -0.23 -0.41
H -2.66100 0.43301 -3.50158 0.01 -0.30 0.27
H -3.95864 0.77096 -2.35816 -0.31 0.34 -0.47
H -2.35640 1.07053 -1.84336 0.44 0.29 -0.30
H -3.91578 1.93183 -5.32089 0.02 -0.39 0.33
H -3.85976 3.59682 -5.03216 -0.44 0.34 0.48
H -5.02732 2.50365 -4.08349 -0.11 0.33 -0.11
C 3.16588 -2.90536 2.59265 0.34 0.69 -0.78
C 2.24201 -3.77102 3.40305 0.87 -0.63 0.75
O 1.45287 -3.35629 4.21532 -0.41 0.49 -0.17
C 2.50317 -5.24576 3.23037 -0.34 -0.17 -0.34
H 2.53766 -2.24015 1.99359 0.07 0.01 -0.14
H 3.82129 -3.46197 1.92326 -0.40 -0.22 -0.18
H 3.88604 -2.25760 3.09975 -0.48 -0.03 0.72
H 3.34239 -5.47465 3.89180 0.19 -0.09 -0.27
H 2.75154 -5.42724 2.18512 0.32 -0.25 0.13
H 1.68260 -5.90566 3.50532 -0.17 0.29 0.19
C 4.33892 1.43001 3.37914 -1.01 -0.31 0.19
C 5.72772 0.93554 3.05143 0.31 1.13 -1.04
O 5.94712 -0.19342 2.69734 -0.27 -0.65 0.31
C 6.82035 1.98425 2.93573 0.11 -0.10 1.30
H 3.59092 0.67763 3.11650 0.22 -0.20 -0.03
H 4.05361 2.32852 2.82773 0.45 0.13 -0.05
H 4.16761 1.64018 4.43757 0.41 0.07 0.06
H 7.77915 1.49321 2.79099 -0.08 0.02 -0.63
H 6.96038 2.51697 3.88344 -0.37 0.08 0.02
H 6.55012 2.74241 2.20197 0.14 -0.17 -0.24
```
Forces are in eV/Å.

Kohn-Sham gap, eV: 5.2
Highest occupied orbital energy, eV: -11.0
Charge: +1
2S+1: 1
Total energy, Ha: -2375.92056
Max |F|, eV/Å: 5.1
Energy relative to the best compared isomer or geometry (same formula, charge and spin), kJ/mol: 117.73



[2]
Molecular formula: C42H60F3GeN5O2P3PbS2
Method: DFT, the ωB97M-V functional and the def2-TZVPD basis

Structure (XYZ):
```
119
Properties=species:S:1:pos:R:3:forces:R:3
Pb 0.61400 0.46850 -2.69369 -1.07 -0.20 -1.63
C -2.26660 5.59729 0.80949 -0.35 0.74 -0.36
C -1.36271 4.94154 -0.20947 0.71 -0.36 0.27
C -1.65381 5.42934 -1.64008 0.34 -1.31 0.27
P -1.23892 3.06978 -0.12455 0.43 -0.42 -0.27
C -0.87219 2.58230 1.67379 -0.46 0.60 0.56
N -0.00563 1.46569 2.01469 -0.61 -0.51 -0.61
Ge 0.02859 -0.26579 1.07440 0.17 -0.82 0.28
N 1.67079 -1.44009 1.02191 -0.31 1.02 -0.30
C 2.50806 -1.73658 -0.13824 1.38 -0.20 -0.91
P 2.98529 -0.32184 -1.34002 -0.12 1.59 1.50
C 4.10701 -0.81159 -2.73589 0.54 -1.25 1.38
C 3.27746 -1.62697 -3.74669 0.36 0.51 -0.53
C 5.23680 -1.73639 -2.19540 0.79 -0.98 -1.29
C 3.95642 0.84996 -0.20547 0.62 0.08 0.09
C 5.06444 1.60937 -0.98977 0.07 -0.39 -0.21
C 4.54554 0.29665 1.13157 0.44 0.10 -0.01
C 1.77153 -2.35760 2.05648 -0.44 -0.07 0.34
C 2.49142 -3.57106 1.94690 -0.39 -0.02 -0.45
C 2.38599 -4.51017 2.96140 0.46 0.25 0.23
C 1.67675 -4.24269 4.12968 0.24 -1.04 0.36
C 1.00323 -3.04833 4.29290 0.48 0.53 -0.94
C 1.06319 -2.10738 3.27157 -0.91 0.32 -0.40
N 0.28171 -0.83360 3.35502 1.11 -0.89 -1.94
C 1.07244 0.28960 3.79986 -0.65 0.31 0.25
C 1.98726 0.20562 4.83908 -0.19 0.23 0.59
C 2.55787 1.38314 5.34659 0.86 0.17 -0.13
C 2.27929 2.61977 4.73975 -0.77 -0.40 0.84
C 1.29780 2.66133 3.75268 0.84 1.49 -0.82
C 0.76276 1.52698 3.17197 0.20 -0.84 0.36
C -1.12996 -0.88915 3.69105 -0.54 0.04 1.33
C -1.60049 -0.51704 4.96217 0.21 0.31 -0.81
C -2.97697 -0.63874 5.24349 1.27 0.16 1.87
C -3.83137 -1.21277 4.35321 0.16 0.55 -0.05
C -3.38307 -1.49909 3.09545 -0.41 -0.92 -1.59
C -2.07396 -1.30810 2.70650 2.18 0.82 -0.74
N -1.55204 -1.36895 1.38834 -0.13 -0.26 -0.22
C -2.48548 -1.68109 0.26944 0.04 -0.87 0.97
P -1.68689 -2.11369 -1.36588 -0.06 -0.77 -0.55
C -3.11397 -1.89146 -2.58977 -0.32 0.97 0.45
C -4.49018 -1.90588 -1.87338 -0.99 -0.25 -1.16
C -3.07976 -2.68542 -3.90887 -1.60 -0.98 0.38
C -1.49086 -4.02537 -1.37712 0.19 1.25 0.13
C -2.68474 -4.91444 -1.03337 -0.48 -0.07 2.35
C -0.20385 -4.33088 -0.58401 -0.06 -0.17 0.61
C -2.87013 2.20354 -0.52828 -0.07 1.52 -1.74
C -4.05137 2.46399 0.43557 0.27 -0.41 -0.81
C -3.32680 2.64820 -1.99617 1.57 1.73 0.61
H -1.97094 6.63699 0.86469 0.15 0.40 0.03
H -2.12840 5.21729 1.80038 -0.19 -0.41 0.66
H -3.32464 5.65312 0.52330 0.20 -0.49 0.10
H -0.30136 5.21594 0.08330 -0.99 -0.40 -0.50
H -2.70689 5.45914 -1.86359 -0.38 0.03 0.08
H -1.16311 4.79298 -2.37075 -0.03 -0.09 -0.12
H -1.23619 6.38509 -1.78969 0.39 1.34 0.02
H -1.88660 2.50396 2.16051 0.60 -0.24 -0.53
H -0.46642 3.48248 2.16751 -0.01 -0.10 -0.54
H 2.14771 -2.59451 -0.75620 0.17 0.57 0.42
H 3.53152 -2.01334 0.21200 -0.75 -0.07 0.05
H 4.53161 0.13209 -3.16438 -0.60 -0.76 0.39
H 2.60680 -2.33769 -3.25491 0.10 -0.03 -0.06
H 3.96645 -2.17468 -4.40138 -0.18 -0.09 0.17
H 2.70240 -0.98769 -4.42550 -0.09 0.03 0.25
H 4.89316 -2.70702 -1.79559 -0.47 0.41 -0.19
H 5.93915 -1.39395 -1.43278 -0.27 0.66 -0.14
H 5.84776 -2.04735 -3.08663 -0.25 0.34 0.76
H 3.22082 1.60438 0.02582 -0.50 0.23 0.25
H 5.91061 0.94044 -1.19310 -0.09 0.07 0.07
H 5.46240 2.44724 -0.40326 -0.24 -0.19 0.02
H 4.72706 2.00689 -1.95771 -0.09 -0.09 0.45
H 5.36410 -0.40522 0.87255 -0.35 0.20 0.30
H 3.83665 -0.21531 1.82352 0.31 0.39 -0.70
H 5.02946 1.13379 1.71702 -0.58 -0.73 -0.70
H 3.02952 -3.84526 1.01544 -0.48 0.34 0.89
H 2.94271 -5.43880 2.84859 -0.25 0.08 0.12
H 1.66225 -5.00281 4.92021 -0.06 0.39 -0.31
H 0.47712 -2.81244 5.19410 -0.35 0.02 0.35
H 2.21507 -0.75808 5.33445 -0.26 0.66 -0.50
H 3.25607 1.29080 6.19354 -0.33 0.21 -0.56
H 2.68208 3.60111 5.06131 -0.07 -1.01 0.03
H 1.11392 3.66464 3.33095 -0.08 -0.68 0.09
H -0.89326 -0.01646 5.65461 -0.58 -0.64 -0.31
H -3.32351 -0.41425 6.25930 0.13 0.17 -0.48
H -4.86427 -1.29916 4.58350 -0.69 -0.33 0.22
H -4.05971 -1.94941 2.37809 -0.10 0.26 -0.06
H -3.23470 -0.89304 0.15173 0.16 0.02 -0.02
H -3.04561 -2.61069 0.52021 0.17 0.58 0.14
H -2.95314 -0.87830 -2.94616 0.10 0.49 0.24
H -4.69206 -2.88421 -1.41511 -0.07 0.31 -0.17
H -5.36161 -1.68691 -2.58027 1.26 -0.33 0.67
H -4.56570 -1.16222 -1.08335 0.00 0.05 -0.13
H -3.70259 -3.61369 -3.76484 0.47 0.71 -0.27
H -2.10712 -3.05051 -4.20603 0.38 0.33 -0.20
H -3.55302 -2.07677 -4.72729 0.66 -0.61 0.74
H -1.32827 -4.16541 -2.44483 0.41 0.03 -0.13
H -2.63846 -5.22885 0.06983 -0.15 0.58 -1.33
H -2.70980 -5.85315 -1.56313 0.36 -0.31 -0.44
H -3.68206 -4.46962 -1.19736 0.64 -0.03 0.04
H -0.37297 -4.25787 0.52665 0.09 0.23 -0.96
H 0.65833 -3.66985 -0.85761 -0.96 -0.61 0.17
H 0.08366 -5.37044 -0.74736 0.18 -0.06 -0.09
H -2.61777 1.15174 -0.59486 0.12 -0.34 0.18
H -4.06505 3.45651 0.87533 0.00 0.14 -0.13
H -4.07521 1.73743 1.22931 -0.07 -0.29 0.43
H -4.93550 2.32724 -0.21075 0.10 0.14 0.64
H -3.83439 3.64365 -2.00590 0.29 -0.74 0.45
H -3.99266 1.98056 -2.47671 -0.62 -1.07 -0.13
H -2.46543 2.78438 -2.67971 -0.34 -0.39 0.32
S 0.35753 2.80536 -1.41176 -0.73 0.29 1.17
S -2.52738 -0.10214 -6.79743 -0.71 -0.20 -0.66
C -1.96021 0.43629 -5.40278 3.31 1.24 4.11
N -1.35334 0.78731 -4.39643 -2.63 -1.10 -2.99
F 0.59449 4.22146 -4.96532 1.76 -0.53 -0.29
C 1.95926 3.99578 -5.04001 -0.33 1.96 -0.22
F 2.53107 5.11655 -4.46566 -0.50 -1.41 -0.54
F 2.34186 4.02070 -6.35685 -0.62 -0.32 1.44
C 2.36180 2.68286 -4.30686 0.74 -2.06 1.17
O 3.34028 2.67051 -3.50703 -2.35 0.38 -1.88
O 1.58080 1.68001 -4.60974 1.13 1.60 1.14
```
Forces are in eV/Å.

Kohn-Sham gap (spin up / spin down), eV: 7.1 / 5.0
Highest occupied orbital energy (spin up / spin down), eV: -6.9 / -6.9
Charge: 0
<S²>: 0.755
2S+1: 2
Total energy, Ha: -6450.45467
Max |F|, eV/Å: 5.4
Energy relative to the best compared isomer or geometry (same formula, charge and spin), kJ/mol: 0.00